[1]
77
Properties=species:S:1:pos:R:3:mulliken_charge:R:1 method="wB97M-V/def2-TZVPD" total_charge=+4 spin_multiplicity=3 homo_lumo_gap_ev="4.723 / 4.003" homo_ha="-0.676 / -0.676" fmax_ev_per_a=12.25
P -2.4983 -2.7390 -1.0584 0.46
C -3.8869 -1.9641 -0.2514 -0.74
H -4.8263 -2.4070 -0.6121 0.48
H -3.8853 -0.8845 -0.4499 0.17
H -3.8024 -2.1238 0.8311 0.40
C -2.1993 -2.2247 -2.7684 -0.98
H -1.2993 -2.7276 -3.1707 0.28
H -2.0419 -1.1333 -2.7953 0.26
H -3.0658 -2.4811 -3.3966 0.51
C -2.3294 -4.5374 -0.9878 -1.07
H -3.1312 -5.0263 -1.5533 0.46
H -2.3801 -4.8500 0.0649 0.41
H -1.3538 -4.8415 -1.4095 0.38
P 2.5998 -1.7776 2.2838 0.76
C 1.4348 -1.1026 3.5219 -1.07
H 1.7060 -1.4371 4.5327 0.54
H 0.4266 -1.4612 3.2694 0.27
H 1.4608 -0.0059 3.4649 0.29
C 2.8102 -3.5506 2.7229 -1.16
H 3.5796 -3.9840 2.0567 0.33
H 1.8405 -4.0467 2.5314 0.32
H 3.0948 -3.6784 3.7736 0.49
C 4.2055 -0.9500 2.6391 -1.14
H 4.6060 -1.2441 3.6161 0.46
H 4.0179 0.1372 2.6131 0.30
H 4.9225 -1.2176 1.8383 0.33
P 1.4734 2.9726 -1.0787 0.67
C 0.7242 4.2195 -0.0566 -0.94
H 1.1404 5.2082 -0.3031 0.51
H 0.9384 3.9998 0.9946 0.37
H -0.3596 4.2516 -0.2042 0.30
C 3.2464 3.1441 -1.4046 -1.14
H 3.4787 4.1526 -1.7706 0.48
H 3.5791 2.4052 -2.1548 0.31
H 3.7896 2.9703 -0.4627 0.43
C 0.6568 2.6381 -2.6580 -0.44
H 1.0019 3.3646 -3.4041 0.50
H -0.4346 2.7153 -2.5562 -0.19
H 0.8986 1.6161 -3.0155 0.24
W 2.0377 -1.6367 -0.8591 1.42
C -0.5492 -2.1395 -0.3331 0.07
O -0.8161 -2.1608 0.8670 -0.18
C 1.5509 0.9500 -0.3318 0.04
O 1.3073 1.1620 0.8545 -0.08
C 3.9155 -1.3079 -1.5163 -0.35
C 2.9480 -0.9034 -2.4895 -0.76
C 1.9133 -1.8275 -2.8689 -0.88
C 1.7768 -3.0949 -2.2086 -0.71
C 2.7518 -3.4788 -1.2451 -0.38
C 3.7901 -2.5724 -0.8638 -1.05
H 4.7450 -0.6594 -1.2620 0.53
H 3.0020 0.0749 -2.9490 0.81
H 1.1794 -1.5429 -3.6493 0.51
H 0.9662 -3.7633 -2.4554 0.81
H 2.7036 -4.4581 -0.7888 0.53
H 4.5168 -2.8813 -0.1346 0.88
C -1.9707 3.2354 2.4695 -1.12
N -2.3703 1.9275 1.9619 0.00
C -1.7988 0.8190 2.6966 -0.61
C -2.4343 1.7877 0.5803 0.07
N -1.8570 0.7722 -0.0066 -0.09
N -3.1623 2.7882 -0.0537 0.31
C -4.3675 3.2689 0.6204 -1.21
C -3.3135 2.7296 -1.4974 -0.79
H -2.2125 3.2741 3.5432 0.43
H -2.5126 4.0281 1.9552 0.42
H -0.8866 3.4117 2.3603 0.18
H -1.8830 1.0323 3.7621 0.35
H -2.3554 -0.1013 2.4634 0.17
H -0.7424 0.6520 2.4372 0.06
H -1.9259 0.8589 -1.0230 -0.03
H -4.5105 4.3331 0.3836 0.38
H -5.2619 2.7209 0.2851 0.37
H -4.2635 3.1455 1.6983 0.46
H -2.3268 2.7726 -1.9876 -0.12
H -3.8177 1.8001 -1.8192 0.34
H -3.9035 3.5843 -1.8279 0.37

[2]
82
Properties=species:S:1:pos:R:3:mulliken_charge:R:1 method="wB97M-V/def2-TZVPD" smiles="CCCCC[C@@]1(CCC)OS(=O)(=O)O[C@]1(CC=O)CC(C)C.CCOS(C)(=O)=O.CCOS(C)(=O)=O" total_charge=0 homo_lumo_gap_ev=10.285 homo_ha=-0.364 fmax_ev_per_a=2.88
C -0.7195 0.0912 2.9400 -1.20
C -1.0994 0.1321 1.4329 -0.32
C 0.1024 -0.1760 0.5096 -0.60
C 0.2523 0.9666 -0.5420 -0.71
C 0.6953 0.4620 -1.9464 -2.80
C 2.0694 1.0207 -2.4138 1.93
C 3.1147 0.3045 -1.5108 -0.77
C 4.1957 -0.5309 -2.2660 -0.56
C 5.6423 -0.1423 -1.7951 -1.13
O 2.0403 0.6318 -3.8175 -0.53
S 2.8642 1.6190 -4.7641 1.00
O 4.2561 1.3662 -4.8034 -0.61
O 2.3209 1.7052 -6.0534 -0.66
O 2.6841 2.9169 -3.8325 -0.25
C 2.1357 2.5678 -2.5318 2.02
C 0.7428 3.2927 -2.5595 -1.36
C 0.7527 4.6464 -3.2637 -0.18
O -0.2749 5.2042 -3.4008 -0.47
C 2.9348 3.3434 -1.4674 -2.15
C 4.4312 3.5488 -1.8004 1.39
C 4.6886 4.8125 -2.6774 -1.47
C 5.1984 3.7972 -0.4474 -1.76
H -1.6460 -0.0246 3.5124 0.23
H 0.0213 -0.6777 3.1580 0.40
H -0.3337 1.0833 3.1986 0.28
H -1.5498 1.1091 1.2433 0.35
H -1.8781 -0.6099 1.2249 0.20
H 1.0471 -0.2419 1.0602 0.37
H -0.0307 -1.0983 -0.0580 0.26
H -0.7004 1.4853 -0.6664 0.50
H 0.9808 1.7241 -0.2308 0.24
H 0.7391 -0.6287 -1.9959 1.03
H -0.0394 0.7473 -2.7056 0.64
H 3.6310 0.9649 -0.8128 0.33
H 2.5566 -0.4012 -0.8947 0.25
H 4.0812 -1.5737 -1.9648 0.49
H 4.1796 -0.4133 -3.3449 0.27
H 6.0330 -0.8711 -1.0825 0.33
H 6.2905 -0.1616 -2.6763 0.30
H 5.6714 0.8657 -1.3761 0.22
H -0.0556 2.6797 -2.9837 0.35
H 0.4688 3.4736 -1.5146 0.45
H 1.6713 5.1522 -3.6165 0.34
H 2.8904 2.8134 -0.5105 0.42
H 2.5167 4.3330 -1.2546 0.70
H 4.8573 2.6468 -2.2485 -0.06
H 3.8031 5.4494 -2.5907 0.21
H 5.6054 5.3275 -2.4017 0.53
H 4.7274 4.4812 -3.7197 0.31
H 4.6274 3.4583 0.4214 0.34
H 5.3257 4.8785 -0.3348 0.54
H 6.1978 3.3601 -0.5007 0.38
C -5.1500 -4.4051 0.5057 -1.07
C -3.6722 -4.6116 0.7715 -0.19
O -2.9455 -4.9375 -0.4301 -0.31
S -2.6119 -3.7483 -1.4335 1.17
C -1.4402 -4.6142 -2.4240 -1.02
O -1.9458 -2.7106 -0.7039 -0.51
O -3.7652 -3.4659 -2.2268 -0.62
H -5.3219 -3.5126 -0.0961 0.30
H -5.6900 -4.2898 1.4461 0.39
H -5.5646 -5.2511 -0.0434 0.30
H -3.2312 -3.7380 1.2544 0.22
H -3.5402 -5.4546 1.4474 0.26
H -0.5796 -4.8677 -1.8102 0.31
H -1.1443 -3.9523 -3.2356 0.38
H -1.9119 -5.5083 -2.8233 0.36
C -6.9611 -1.0803 5.5748 -1.05
C -5.7574 -0.8637 4.6785 -0.24
O -4.5179 -1.1080 5.3676 -0.26
S -4.0775 -2.6224 5.6059 1.13
C -2.4142 -2.2927 6.0839 -0.79
O -4.0815 -3.3070 4.3491 -0.54
O -4.7862 -3.1430 6.7312 -0.61
H -7.0710 -2.1315 5.8406 0.31
H -7.8730 -0.7615 5.0689 0.39
H -6.8546 -0.5199 6.5040 0.27
H -5.8171 -1.4790 3.7786 0.26
H -5.7241 0.1762 4.3570 0.28
H -1.8855 -1.8553 5.2403 0.12
H -1.9603 -3.2409 6.3643 0.38
H -2.4216 -1.6150 6.9339 0.34

[3]
85
Properties=species:S:1:pos:R:3:mulliken_charge:R:1 method="wB97M-V/def2-TZVPD" total_charge=-1 homo_lumo_gap_ev=6.167 homo_ha=-0.168 fmax_ev_per_a=3.83
C 1.6834 -2.4950 6.2572 -0.81
C 0.0659 -2.7462 6.0875 -0.54
C -0.6364 -1.8111 4.9338 -0.34
C 0.0224 -2.0671 3.4177 -0.25
N -0.7394 -1.2722 2.3812 0.31
C -0.0472 0.0163 1.9958 0.10
C 0.5296 0.9015 3.2487 -0.13
C 1.2045 2.3423 2.8226 -0.60
C 2.0335 2.2744 1.3875 -0.52
Al 3.4778 0.7952 1.3390 -0.39
I 3.9270 0.3380 -1.2346 -0.29
P 5.4622 1.6692 2.1705 0.33
C 5.6124 1.0387 4.0041 -0.74
O 6.7811 1.0149 1.2122 -0.50
C -1.0027 -2.0765 1.1257 -0.25
S -2.4759 -1.7710 0.2681 -0.12
S 0.1574 -3.3687 0.3828 -0.15
C 1.8149 -2.5862 -0.0036 0.03
C 2.7905 -3.4678 -0.9830 -0.35
C 2.3220 -3.4579 -2.5802 -0.80
H 2.1122 -3.3944 6.9003 0.31
H 1.9435 -1.5056 6.8468 0.23
H 2.2776 -2.4725 5.2488 0.18
H -0.4637 -2.5489 7.1288 0.30
H -0.1112 -3.8877 5.8398 0.28
H -0.5884 -0.6868 5.2618 0.17
H -1.7780 -2.1276 4.8739 0.21
H 1.1756 -1.8085 3.4345 -0.19
H -0.0437 -3.2468 3.2655 0.47
H -0.8769 0.6915 1.4658 -0.11
H 0.7393 -0.2296 1.1574 -0.22
H -0.4074 1.1688 3.9310 0.27
H 1.3069 0.3544 3.9324 0.08
H 2.0150 2.6718 3.6348 0.29
H 0.4102 3.2255 2.8151 0.13
H 2.6310 3.3037 1.3272 0.34
H 1.3176 2.2502 0.4616 0.21
H 3.0069 -0.5452 2.0986 -0.07
H 4.6750 0.3663 4.3044 0.09
H 6.6268 0.4621 4.1937 0.26
H 5.5344 2.0058 4.6652 0.26
H 6.7251 0.0139 1.1694 0.29
H 2.3687 -2.4320 1.0391 0.12
H 1.5796 -1.5523 -0.5432 0.01
H 3.8500 -2.9204 -0.9748 0.17
H 2.9955 -4.5603 -0.6082 0.32
H 1.6463 -4.3865 -2.8047 0.26
H 1.7718 -2.4326 -2.7703 0.20
H 3.2853 -3.5276 -3.2812 0.25
C -6.9142 -1.4402 -5.4973 -0.62
O -5.4949 -1.4924 -5.3663 -0.33
C -5.0480 -1.3899 -4.0892 0.76
O -5.7438 -1.2623 -3.0939 -0.56
O -3.6927 -1.4540 -4.1112 -0.31
C -3.0798 -1.3583 -2.8270 -0.67
H -7.1592 -1.5312 -6.5591 0.22
H -7.3822 -2.2735 -4.9634 0.28
H -7.3002 -0.4815 -5.1359 0.29
H -3.3944 -2.1885 -2.1863 0.32
H -3.3124 -0.3964 -2.3588 0.28
H -1.9967 -1.4211 -2.9639 0.32
C -0.0186 2.2585 -7.1434 -0.59
O 1.4007 2.2063 -7.0124 -0.31
C 1.8477 2.3088 -5.7353 0.76
O 1.1518 2.4363 -4.7400 -0.54
O 3.2029 2.2447 -5.7574 -0.33
C 3.8159 2.3404 -4.4732 -0.37
H -0.2636 2.1675 -8.2052 0.21
H -0.4865 1.4251 -6.6095 0.27
H -0.4046 3.2171 -6.7820 0.28
H 3.5013 1.5102 -3.8324 -0.02
H 3.5832 3.3022 -4.0049 0.29
H 4.8989 2.2776 -4.6101 0.23
C -5.9129 1.6185 -0.5955 -0.56
O -4.5315 1.9683 -0.5377 -0.20
C -4.2068 2.7927 0.4901 0.70
O -4.9788 3.2334 1.3272 -0.57
O -2.8745 3.0416 0.4251 -0.25
C -2.3876 3.9022 1.4529 -0.64
H -6.0586 0.9575 -1.4545 0.10
H -6.2128 1.0790 0.3086 0.31
H -6.5313 2.5104 -0.7389 0.30
H -2.5464 3.4540 2.4391 0.28
H -2.8650 4.8855 1.3916 0.42
H -1.3122 4.0322 1.3036 0.13

[4]
87
Properties=species:S:1:pos:R:3:mulliken_charge:R:1 method="wB97M-V/def2-TZVPD" total_charge=+2 homo_lumo_gap_ev=1.463 homo_ha=-0.432 fmax_ev_per_a=1.47
C 0.5610 -0.4522 3.9430 -1.24
C 1.7166 0.2188 3.2294 1.19
O 1.8393 1.6196 3.6993 -0.30
P 2.4668 2.7016 2.7938 1.91
O 2.8807 3.8967 3.6778 -1.17
C 1.2035 3.2599 1.6219 -1.05
C 1.2868 2.5881 0.2335 0.43
C -0.0842 2.4946 -0.4763 -1.64
O -0.5401 1.1778 -0.5777 0.14
C 0.0241 0.4569 -1.6873 -0.56
C -0.8218 0.5457 -2.9759 -0.86
C -2.0022 1.5173 -2.9235 -1.76
C -3.1533 1.0079 -2.0621 1.20
S -4.2192 2.4278 -1.6885 -0.15
C -5.5567 1.7782 -0.7476 0.08
S -7.0337 2.3061 -1.1797 -0.12
N -5.3929 0.9143 0.3278 0.07
C -5.7801 -0.4819 0.0623 -0.34
C -5.5671 -1.2828 1.3691 -0.50
O -5.5241 -0.4243 2.4797 -0.43
C -4.3645 0.3703 2.4488 -0.74
C -4.1151 0.9609 1.0433 0.03
C 0.3801 -0.9807 -1.2550 0.81
C 1.5580 -1.4904 -2.1018 -1.59
C 2.6988 -2.1044 -1.2554 -0.14
C 3.8130 -1.0745 -1.0080 -0.30
S 5.2516 -1.1741 -2.0223 1.29
O 6.2495 -0.4037 -1.3528 -0.63
O 5.5334 -2.5337 -2.3478 -0.61
O 4.8205 -0.3864 -3.3331 -0.50
N -0.7437 -1.9015 -1.3319 -0.25
N -1.7632 -1.5440 -0.3804 -0.06
B -0.4605 -3.3605 -1.0955 0.44
O -0.8088 -4.2332 -2.0798 -0.49
C 0.1608 -3.9429 0.2325 0.30
C -0.4568 -5.3117 0.5843 -1.58
O 3.6931 2.0974 2.0637 -0.22
C 4.5287 2.9340 1.1873 -0.27
C 4.9836 2.1183 0.0001 -1.03
H 0.1361 -1.1928 3.2679 0.19
H 0.8945 -0.9453 4.8511 0.40
H -0.2105 0.2814 4.1683 0.36
H 1.5276 0.2246 2.1536 -0.82
H 2.6680 -0.2804 3.3899 0.32
H 0.2220 3.0958 2.0716 0.59
H 1.3404 4.3457 1.4521 0.36
H 1.7212 1.5907 0.3008 -0.60
H 1.9497 3.1872 -0.3910 0.49
H 0.0252 2.9497 -1.4650 0.42
H -0.8440 3.0923 0.0335 0.59
H 0.9806 0.9521 -1.8942 0.81
H -0.1737 0.8939 -3.7824 0.39
H -1.1839 -0.4361 -3.2789 0.39
H -1.7160 2.5207 -2.6075 0.45
H -2.3701 1.6372 -3.9447 0.60
H -2.7466 0.6469 -1.1248 -1.01
H -3.7125 0.2010 -2.5341 0.50
H -5.2011 -0.9070 -0.7639 0.11
H -6.8417 -0.4899 -0.1686 0.56
H -4.6300 -1.8574 1.3116 0.18
H -6.3818 -1.9869 1.5085 0.39
H -4.4610 1.1362 3.2149 0.33
H -3.5079 -0.2677 2.7163 0.33
H -3.7464 1.9811 1.1007 0.53
H -3.3788 0.3121 0.5623 -0.40
H 0.7199 -0.8765 -0.2069 -0.57
H 1.9928 -0.6177 -2.5937 0.90
H 1.2422 -2.1437 -2.9153 0.57
H 3.1109 -2.9976 -1.7194 0.53
H 2.3115 -2.3301 -0.2654 -0.06
H 3.4235 -0.0562 -1.0246 -0.67
H 4.2244 -1.2329 -0.0099 0.49
H 4.8633 -1.0053 -4.0824 0.37
H -2.6581 -1.8901 -0.6986 0.22
H -1.5542 -1.8771 0.5588 0.11
H -1.5682 -3.9184 -2.5877 0.31
H 0.0715 -3.2557 1.0790 0.05
H 1.2156 -4.1383 0.0194 0.17
H -0.0415 -5.7109 1.5076 0.40
H -0.1811 -6.0192 -0.1963 0.34
H -1.5446 -5.2865 0.6143 0.33
H 5.3924 3.2520 1.7662 0.45
H 3.9714 3.8140 0.8519 0.25
H 5.7857 2.6412 -0.5170 0.44
H 5.3363 1.1401 0.3202 0.27
H 4.1734 1.9885 -0.7177 0.11
Mg 2.0916 5.5264 3.5538 1.18